Entry 1:
Density functional theory data (wB97M-V/def2-TZVPD) for 7 unconnected molecules or ions with the total composition C33H64N2O24S7 at a distorted geometry.

Last column: Mulliken charge in e.
CARTESIAN COORDINATES (ANGSTROEM)
C -4.13775 3.43831 -0.43069  -1.251
C -2.65082 3.17635 0.10909  0.684
C -2.23703 1.59649 0.12219  -0.315
C -0.70933 1.32791 -0.29571  -0.656
N 0.27124 1.26779 0.83127  0.178
C -0.13222 2.03369 2.00493  -0.220
C 0.11646 3.56638 1.99406  0.411
C 0.77703 4.41331 0.82026  -0.287
S 2.28622 3.66062 0.05206  0.895
O 1.89154 3.11411 -1.31718  -0.614
O 2.94304 2.60441 0.89506  -0.564
C -0.36437 4.38455 3.24512  -0.572
O -0.21390 5.83500 3.33430  0.049
N 0.63329 6.15404 4.37181  0.195
O 1.66533 5.56871 4.24516  -0.299
C -1.07158 3.70888 4.45467  -0.929
C -1.29208 2.18309 4.42988  0.209
C -0.82863 1.31118 3.19601  0.799
C -1.15916 -0.23021 3.27273  0.462
O -1.03396 -1.05369 2.31092  -0.472
C -1.75398 -0.87045 4.63043  -0.307
C -2.18025 -0.10383 5.74164  -0.872
C -2.03308 1.47151 5.65218  0.511
O -2.51556 2.22319 6.54548  -0.672
H -4.17209 3.10108 -1.52076  0.413
H -4.96771 3.01498 0.22714  0.209
H -4.28386 4.58783 -0.43266  0.278
H -2.62937 3.54467 1.20887  -0.256
H -1.85425 3.80112 -0.43200  -0.123
H -2.56934 1.06724 1.08557  0.018
H -2.88602 1.12771 -0.71817  0.488
H -0.43197 2.11238 -1.08611  0.183
H -0.66673 0.30651 -0.82688  0.331
H 0.57672 0.31472 1.05472  0.323
H 1.11969 5.41711 1.28834  0.456
H 0.02881 4.71187 -0.00292  -0.027
H 3.25682 4.64568 -0.22077  0.179
H -1.43274 4.34658 5.32264  0.295
H -1.88774 -2.01316 4.69894  0.253
H -2.62662 -0.57913 6.67325  0.383
C -6.94406 5.53703 2.04557  -0.890
C -5.95709 6.25053 2.94995  -0.152
O -5.88878 5.63922 4.23794  -0.336
S -5.03539 4.27325 4.39956  1.092
C -4.98506 4.25422 6.16882  -0.992
O -3.70241 4.49401 3.89848  -0.336
O -5.84163 3.16844 3.95300  -0.666
H -6.59068 4.53525 1.79079  0.125
H -7.08525 6.09233 1.11532  0.401
H -7.91100 5.42196 2.54183  0.288
H -4.96489 6.30026 2.49155  0.178
H -6.29228 7.27854 3.10579  0.299
H -4.42173 5.11992 6.51525  0.291
H -4.48933 3.33450 6.47987  0.309
H -6.00553 4.27522 6.55057  0.411
C -0.45720 -5.01312 -3.28860  -0.854
C -1.41421 -5.31995 -2.15279  -0.471
O -1.39520 -4.29592 -1.15817  -0.181
S -2.19845 -2.92049 -1.44890  1.298
C -2.15107 -2.28588 0.20290  -0.854
O -3.56203 -3.23879 -1.78633  -0.697
O -1.38444 -2.07806 -2.28594  -0.614
H -0.79422 -4.14740 -3.86356  0.341
H -0.38259 -5.86311 -3.97016  0.304
H 0.53806 -4.77764 -2.90390  0.242
H -2.43070 -5.48014 -2.52401  0.328
H -1.10125 -6.24387 -1.66077  0.246
H -2.71982 -2.94989 0.85259  0.460
H -2.60102 -1.29297 0.19428  0.179
H -1.11488 -2.22094 0.52503  0.327
C 1.15558 -6.11811 7.66279  -0.990
C 1.71177 -4.82096 7.10664  -0.296
O 1.91745 -4.90022 5.69655  -0.288
S 0.63562 -4.75799 4.71950  1.135
C 1.53381 -4.52739 3.21121  -0.919
O -0.05957 -3.53642 5.03562  -0.543
O -0.04270 -6.02499 4.65876  -0.622
H 0.13848 -6.29498 7.30569  0.292
H 1.13029 -6.08963 8.75463  0.388
H 1.76268 -6.96864 7.34278  0.265
H 1.06636 -3.97401 7.35694  0.281
H 2.68759 -4.62699 7.55755  0.280
H 2.09367 -3.59493 3.27279  0.317
H 0.81182 -4.47906 2.39552  0.325
H 2.20315 -5.37485 3.06638  0.358
C 5.02919 -6.91511 -4.21993  -0.964
C 4.81762 -8.13847 -5.09120  -0.348
O 3.72359 -8.93054 -4.62773  -0.285
S 2.21842 -8.44229 -4.96551  1.230
C 1.39729 -9.94954 -4.52918  -0.969
O 2.09827 -8.24486 -6.38571  -0.662
O 1.83895 -7.42523 -4.02073  -0.526
H 4.19781 -6.21377 -4.31886  0.282
H 5.94612 -6.39346 -4.50340  0.319
H 5.09086 -7.19593 -3.16522  0.319
H 4.67646 -7.85810 -6.13929  0.323
H 5.70751 -8.77067 -5.04348  0.263
H 1.72247 -10.73758 -5.20723  0.331
H 0.32395 -9.78710 -4.62907  0.371
H 1.64174 -10.19847 -3.49690  0.313
C 5.60929 -1.66420 -8.05534  -0.979
C 6.06593 -2.60326 -9.15566  -0.332
O 7.03233 -3.53981 -8.67887  -0.266
S 6.51739 -4.81088 -7.82081  1.226
C 8.02139 -5.74355 -7.88909  -0.922
O 5.50851 -5.50727 -8.57476  -0.644
O 6.30104 -4.39390 -6.46069  -0.588
H 5.03523 -2.19883 -7.29519  0.289
H 4.97590 -0.87279 -8.46259  0.382
H 6.46705 -1.21042 -7.55252  0.261
H 5.21715 -3.12088 -9.61173  0.323
H 6.55098 -2.02286 -9.94377  0.267
H 8.22091 -6.01608 -8.92467  0.327
H 7.88716 -6.64025 -7.28372  0.341
H 8.83092 -5.13779 -7.48285  0.321
C -2.48237 9.69620 -1.90783  -0.974
C -1.49175 10.42026 -1.01583  -0.354
O -1.41237 9.81904 0.27649  -0.258
S -0.55345 8.45812 0.44389  1.195
C -0.49055 8.45208 2.21241  -0.433
O 0.77509 8.67847 -0.06655  -0.692
O -1.36001 7.34643 0.01114  -0.531
H -2.12717 8.69377 -2.15739  0.274
H -2.63204 10.24377 -2.84121  0.389
H -3.44545 9.58147 -1.40399  0.254
H -0.50314 10.47014 -1.48118  0.329
H -1.82961 11.44811 -0.86556  0.275
H 0.07267 9.32184 2.54944  0.436
H 0.01052 7.53605 2.52493  -0.032
H -1.50772 8.47226 2.60274  0.290

Properties
Kohn-Sham gap = 6.85 eV
SMILES = CCCCNc1c(C[SH](=O)=O)c(ON=O)cc2c1C(=O)C=CC2=O.CCOS(C)(=O)=O.CCOS(C)(=O)=O.CCOS(C)(=O)=O.CCOS(C)(=O)=O.CCOS(C)(=O)=O.CCOS(C)(=O)=O
Multiplicity = 1

=====

Entry 2:
Density functional theory data (wB97M-V/def2-TZVPD) for 11 unconnected molecules or ions with the total composition C33H64N4O17 at a distorted geometry.

Last column: Mulliken charge in e.
CARTESIAN COORDINATES (ANGSTROEM)
C 39.47100 35.80100 35.96200  -0.938
C 39.52900 37.23800 36.40300  0.988
O 38.80800 37.75000 37.23300  -0.525
N 40.62900 38.10600 35.82200  0.678
H 41.22600 37.40900 35.41200  0.160
H 40.27500 38.39300 34.93300  -0.656
C 41.21800 39.35800 36.54200  -0.664
H 38.55200 35.55500 36.08600  0.663
H 40.12200 35.16700 36.67300  0.328
H 39.65200 35.52900 34.90700  -0.058
H 41.65900 40.12100 35.87600  0.155
H 41.86000 39.00300 37.31100  0.427
H 40.40600 39.89400 37.09700  0.312
C 41.15100 38.76600 29.85600  -0.106
C 40.70200 37.27500 29.87500  0.218
O 40.77000 36.62700 28.85300  -0.414
N 40.35200 36.61000 31.22700  0.980
H 41.11500 36.52600 31.92800  -0.052
H 39.65200 37.07400 31.72900  0.324
C 39.67800 35.29300 31.04800  -0.781
H 41.95800 38.93000 29.36300  0.943
H 41.26200 39.15700 30.99500  -0.725
H 40.30000 39.24700 29.43700  -0.066
H 39.37300 35.07000 32.14400  0.055
H 40.24700 34.36800 30.79100  0.132
H 38.96800 35.40300 30.42200  0.645
N 38.78100 39.10900 33.42100  1.010
O 39.30900 38.09500 33.26900  -0.778
O 38.47900 39.72200 32.32000  -0.676
O 38.97500 39.80800 34.33300  -0.678
N 42.53000 35.94000 33.64900  0.929
O 42.42700 36.30500 34.90200  -0.732
O 41.78900 34.99400 33.37800  -0.620
O 42.54600 36.85800 32.83100  -0.828
C 39.02500 43.07900 29.22500  -0.443
C 37.80700 42.23100 29.01800  0.694
C 37.59100 41.83300 27.55400  -1.729
O 37.97900 41.08800 29.79400  -0.263
H 39.00200 43.89700 30.12000  0.164
H 39.25300 43.73300 28.24200  0.248
H 40.01200 42.54300 29.34700  -0.179
H 36.93200 42.85400 29.32600  0.209
H 38.45100 41.38200 27.37100  0.399
H 37.42000 42.55100 26.81900  0.459
H 36.68700 41.37600 27.58100  0.379
H 38.04900 41.26800 30.80100  0.193
C 45.02700 40.92900 33.15000  -1.459
C 44.50200 39.57600 32.80600  0.686
C 45.59700 38.44800 33.14700  -1.574
O 43.35300 39.27900 33.56600  -0.357
H 45.74800 41.44500 32.48100  0.355
H 45.59700 41.03600 34.03800  0.404
H 44.19200 41.52300 33.09300  0.276
H 44.34200 39.58800 31.85900  0.344
H 46.39300 38.25600 32.43000  0.407
H 45.21300 37.48500 33.10600  0.372
H 45.83900 38.44600 34.14500  0.431
H 42.97800 38.36400 33.15800  0.268
C 36.85800 32.25200 32.02000  -0.985
C 37.58300 31.23700 32.93800  0.440
C 38.79800 31.96500 33.61300  -0.770
O 36.67400 30.86200 33.96100  -0.595
H 35.77700 31.83300 31.88300  0.319
H 37.47500 32.42400 31.14500  0.248
H 36.58900 33.35300 32.31400  0.191
H 37.74300 30.29000 32.50000  0.233
H 39.49500 32.10000 32.67400  0.187
H 39.24600 31.48000 34.53600  0.359
H 38.63300 32.94300 33.97400  0.090
H 35.70000 30.66800 33.69000  0.299
C 37.08700 36.28900 27.76000  -0.961
C 37.09800 37.71300 28.28900  1.507
C 35.88900 38.48700 27.87300  -1.894
O 37.18300 37.55700 29.74100  -0.532
H 36.91400 36.05700 26.68900  0.410
H 36.23000 35.49400 28.06800  0.280
H 37.85800 35.89400 28.00700  -0.457
H 37.97100 38.10300 27.90000  0.030
H 34.94500 37.95100 27.95200  0.432
H 35.96500 38.82600 26.97700  0.598
H 35.61900 39.23300 28.60700  0.341
H 37.28300 38.35400 30.20200  0.221
C 40.58200 33.92900 25.00500  -1.501
C 40.85000 34.58500 26.34300  0.862
C 40.19500 33.81600 27.48000  -0.686
O 42.30700 34.60900 26.49100  -0.590
H 40.95900 34.63300 24.22000  0.350
H 39.59500 34.06400 24.95900  0.479
H 41.01900 32.77900 24.95700  0.286
H 40.57400 35.63800 26.25600  -0.012
H 40.63200 34.06900 28.45900  -0.064
H 40.25100 32.67600 27.31200  0.381
H 39.11300 33.91800 27.61900  0.260
H 42.46600 35.07800 27.28300  0.310
C 41.99700 43.61800 25.99700  -0.380
C 40.84500 43.06600 25.29600  -0.421
C 40.66700 41.57000 25.35200  0.443
O 39.77700 41.02500 24.71100  -0.578
C 41.47300 40.82600 26.33700  0.113
C 42.51600 41.50500 27.11700  0.217
C 42.84100 42.93600 26.90600  0.298
O 43.73800 43.46700 27.52900  -0.558
H 42.26800 44.53500 25.49500  0.393
H 40.33100 43.65900 24.46700  0.368
H 41.48800 39.55300 26.47600  0.084
H 43.14000 40.86600 27.99600  0.043
C 42.37700 43.72100 31.35400  -0.568
C 41.55900 44.71900 32.27800  -0.456
C 40.39800 44.06400 33.08300  0.204
O 39.71800 44.83000 33.71500  -0.551
C 40.29800 42.69300 33.07600  -0.729
C 41.22100 41.77800 32.24000  1.037
C 42.21400 42.33700 31.35200  0.650
O 42.96100 41.56800 30.67400  -0.539
H 43.06300 44.53100 30.76100  0.186
H 41.78000 45.74900 32.39300  0.486
H 39.51000 42.19600 33.62000  0.522
H 41.04700 40.71800 32.46400  -0.259

Properties
Energy relative to the best compared isomer or geometry (same formula, charge and spin) = 148.3 kJ/mol
Kohn-Sham gap = 7.12 eV
Multiplicity = 1

=====

> What is the multiplicity in the first record?

1

=====

> What is the multiplicity in the second record?

1